Record 1
DFT (ωB97M-V/def2-TZVPD) results for a single C6H4O molecule.

Properties
HOMO energy (eV): -8.9
Gap between HOMO and LUMO (Ha): 0.329
Relative energy (zero: lowest compared OMol25 entry of this formula, charge and spin) (kJ/mol): 224.9
Net charge: 0

Atoms and positions in Å:
C (-1.58459, 2.61555, 0.06006)
C (-0.80158, 1.70954, 0.35710)
C (-0.01704, 0.55660, 0.35432)
C (-0.24053, -0.68661, 0.87140)
C (0.62335, -1.56767, 0.17067)
C (1.29682, -0.79281, -0.72637)
O (0.93755, 0.49367, -0.62633)
H (-1.96638, 2.23382, -0.88797)
H (-0.97111, -0.91517, 1.63507)
H (0.70149, -2.63715, 0.28833)
H (2.02204, -1.00977, -1.49629)

Record 2
DFT (ωB97M-V/def2-TZVPD) results for a single C6H4O molecule.

Properties
HOMO energy (eV): -9.2
Gap between HOMO and LUMO (Ha): 0.322
Relative energy (zero: lowest compared OMol25 entry of this formula, charge and spin) (kJ/mol): 516.8
Net charge: 0

Atoms and positions in Å:
C (-0.31904, 1.33066, -2.49341)
C (-0.37544, 1.17944, -1.22518)
C (-0.41748, 1.06229, 0.21270)
C (-1.07095, -0.08512, 0.65383)
C (-0.07162, -1.05070, 0.86367)
C (1.12642, -0.41196, 0.63808)
O (0.95212, 0.89248, 0.45839)
H (0.38063, 0.18415, -1.43939)
H (-2.14261, -0.24516, 0.60929)
H (-0.21025, -2.10297, 1.05125)
H (2.14822, -0.75311, 0.67078)

Record 3
DFT (ωB97M-V/def2-TZVPD) results for a single C6H4O molecule.

Properties
HOMO energy (eV): -9.4
Gap between HOMO and LUMO (Ha): 0.376
Relative energy (zero: lowest compared OMol25 entry of this formula, charge and spin) (kJ/mol): 318.2
Net charge: 0

Atoms and positions in Å:
C (3.69966, -0.56525, 0.11793)
C (2.54861, -0.22974, 0.24998)
C (1.22011, 0.13072, 0.36160)
C (0.04506, 0.40809, 0.41946)
C (-1.33363, 0.75193, 0.14163)
C (-2.21184, -0.28774, -0.41607)
O (-2.40157, 0.20421, 0.89742)
H (4.71265, -0.88115, -0.00271)
H (-1.48870, 1.79528, -0.13408)
H (-1.86153, -1.31789, -0.45005)
H (-2.92881, -0.00846, -1.18510)

Record 4
DFT (ωB97M-V/def2-TZVPD) results for 2 unconnected molecules or ions with the total composition C6H4O.

Properties
HOMO energy (eV): -9.9
Gap between HOMO and LUMO (Ha): 0.294
Relative energy (zero: lowest compared OMol25 entry of this formula, charge and spin) (kJ/mol): 616.0
Net charge: 0

Atoms and positions in Å:
C (3.23515, 0.45101, 0.81640)
C (1.97841, 0.29576, 0.68170)
C (0.65131, 0.11587, 0.64516)
C (-0.41350, 1.05293, 0.31761)
C (-1.35348, 0.32885, -0.31676)
C (-0.75801, -1.03126, -0.48234)
O (0.17201, -1.13541, 0.55315)
H (0.60360, -0.96821, -1.49948)
H (-0.33545, 2.12138, 0.46097)
H (-2.33454, 0.66298, -0.65507)
H (-1.44551, -1.89391, -0.52134)

Record 5
DFT (ωB97M-V/def2-TZVPD) results for a molecular structure, C6H4O.

Properties
HOMO energy (eV): -9.0
Gap between HOMO and LUMO (Ha): 0.312
Relative energy (zero: lowest compared OMol25 entry of this formula, charge and spin) (kJ/mol): 573.9
Net charge: 0

Atoms and positions in Å:
C (1.13554, 0.12079, 0.46911)
C (1.70652, -0.92633, -0.52723)
C (1.25853, 0.20812, -1.05613)
C (0.25983, 1.02343, -0.42300)
C (-0.76813, 0.28556, 0.26309)
C (-1.24783, -1.06309, -0.11018)
O (-0.85558, -1.69273, -1.06515)
H (1.64342, 0.55928, 1.32369)
H (0.33107, 2.10046, -0.34532)
H (-1.47077, 0.86959, 0.87583)
H (-1.99259, -1.48508, 0.59528)

Record 6
DFT (ωB97M-V/def2-TZVPD) results for a molecular structure, C6H5BN2O3PdS.

Properties
HOMO energy (eV): -18.1
Gap between HOMO and LUMO (Ha): 0.201
Net charge: +2

Atoms and positions in Å:
O (2.54711, -0.31372, 0.44243)
B (2.34337, 0.23525, -0.79517)
O (3.22784, 1.03552, -1.36765)
O (1.07240, 0.00534, -1.48631)
C (0.03214, -0.02603, -0.71880)
C (-0.54535, 1.27765, -0.30666)
C (-1.74060, 1.22953, 0.55639)
C (-2.23802, 0.01817, 0.93761)
C (-1.64717, -1.21998, 0.52096)
N (-2.02878, -2.43187, 0.84530)
S (-1.03133, -3.47641, 0.12521)
N (-0.05452, -2.45154, -0.63543)
C (-0.52342, -1.24589, -0.31311)
H (2.42692, -1.27356, 0.42373)
H (4.00398, 1.11804, -0.79652)
H (-0.05752, 2.20478, -0.68293)
H (-2.19788, 2.17446, 0.89761)
H (-3.11517, -0.02902, 1.57016)
Pd (-0.47399, 3.16928, 0.78317)

Record 7
DFT (ωB97M-V/def2-TZVPD) results for a single C6H5BO2 molecule.

Properties
HOMO energy (alpha / beta) (eV): -7.0 / -7.0
Gap between HOMO and LUMO (alpha / beta) (Ha): 0.235 / 0.235
Relative energy (zero: lowest compared OMol25 entry of this formula, charge and spin) (kJ/mol): 392.2
Net charge: 0

Atoms and positions in Å:
B (-0.26805, 3.18305, 1.58361)
C (-0.02838, -0.60874, -1.12232)
C (0.21538, -1.73897, -0.32198)
C (-0.12104, 0.61270, -0.51903)
C (0.36441, -1.62898, 1.02316)
C (0.01849, 0.75707, 0.87273)
C (0.27646, -0.38550, 1.75106)
O (-0.11578, 2.01423, 1.32798)
O (0.40510, -0.32923, 2.97969)
H (-0.43503, 4.26435, 1.89317)
H (-0.14805, -0.71203, -2.18857)
H (0.28929, -2.70984, -0.79560)
H (-0.30357, 1.50974, -1.10047)
H (0.54326, -2.50401, 1.63115)

Record 8
DFT (ωB97M-V/def2-TZVPD) results for 2 unconnected molecules or ions with the total composition C6H5BrNO5.

Properties
HOMO energy (eV): -3.4
Gap between HOMO and LUMO (Ha): 0.246
Relative energy (zero: lowest compared OMol25 entry of this formula, charge and spin) (kJ/mol): 13.9
Net charge: -1

Atoms and positions in Å:
C (-2.30519, 0.64842, 0.97169)
C (-1.67088, 1.82011, 0.56193)
C (-1.47100, -0.36933, 0.61110)
C (-0.46142, 1.43859, 0.02570)
C (3.21455, -0.31823, -0.00806)
C (0.75995, -0.64577, -0.55637)
N (-0.35838, 0.09631, 0.01062)
O (3.32391, 0.83068, 0.08458)
O (3.36767, -1.45029, -0.00027)
O (-1.65594, -1.71739, 0.84922)
O (0.37395, 2.26962, -0.67041)
O (0.65534, -1.91312, -0.02563)
Br (0.24038, -0.92792, -2.66907)
H (-3.25913, 0.34582, 1.41595)
H (-2.08780, 2.81965, 0.85534)
H (-0.98666, -2.19972, 0.24747)
H (0.90167, 1.75925, -1.28427)
H (1.41895, -2.48668, -0.41952)

Record 9
DFT (ωB97M-V/def2-TZVPD) results for a molecular structure, C6H5Cl2InNO3Sm.

Properties
HOMO energy (alpha / beta) (eV): -24.1 / -24.1
Spin multiplicity: 6
Gap between HOMO and LUMO (alpha / beta) (Ha): 0.118 / 0.129
Net charge: +4

Atoms and positions in Å:
Sm (-0.39294, -0.17637, -3.40769)
In (0.04858, 0.76367, -0.68098)
Cl (-1.70054, 2.00984, -2.46619)
Cl (1.73385, -1.45305, -3.09795)
C (-0.86475, -1.61077, -1.29472)
C (0.00946, 1.39533, -5.64031)
C (0.28637, -1.31560, -5.63276)
O (-1.05593, -2.39231, -0.46293)
O (0.13348, 1.74644, -6.72548)
O (0.77492, -1.77939, -6.56569)
C (0.69134, 0.53755, 4.82742)
C (-0.36710, -0.05719, 3.87772)
C (-0.23734, 0.42696, 2.53013)
N (-0.15992, 0.80003, 1.42685)
H (1.68317, 0.11392, 4.64566)
H (0.44416, 0.34561, 5.86739)
H (0.69196, 1.62404, 4.71639)
H (-0.32176, -1.15912, 3.87830)
H (-1.39702, 0.18041, 4.20484)

Record 10
DFT (ωB97M-V/def2-TZVPD) results for a single C6H5Cl2NO2 molecule.

Properties
HOMO energy (alpha / beta) (eV): -8.3 / -8.8
Gap between HOMO and LUMO (alpha / beta) (Ha): 0.243 / 0.300
Relative energy (zero: lowest compared OMol25 entry of this formula, charge and spin) (kJ/mol): 690.8
Net charge: 0

Atoms and positions in Å:
C (-1.00849, 0.30819, -1.53022)
C (-1.52844, -0.83936, -0.70876)
C (0.19430, 0.80644, -1.43426)
C (-1.28161, -1.07176, 0.53896)
C (1.20277, 0.33501, -0.50428)
C (0.77344, 0.69964, 0.90654)
N (0.92990, -0.25152, 1.84767)
O (1.73907, -1.13363, 1.54075)
O (0.36657, -0.26952, 2.92732)
Cl (-1.31452, -1.87229, 1.90227)
Cl (-0.00417, 2.19609, 1.15304)
H (-1.76459, 0.59985, -2.28869)
H (-2.25698, -1.47195, -1.14657)
H (0.47476, 1.59823, -1.98168)
H (1.35634, -0.66526, -0.54118)
H (2.12165, 1.03184, -0.68092)

Record 11
DFT (ωB97M-V/def2-TZVPD) results for 2 unconnected molecules or ions with the total composition C6H5ClF2O2.

Properties
HOMO energy (alpha / beta) (eV): -7.8 / -7.4
Gap between HOMO and LUMO (alpha / beta) (Ha): 0.293 / 0.277
Relative energy (zero: lowest compared OMol25 entry of this formula, charge and spin) (kJ/mol): 0.0
Net charge: 0

Atoms and positions in Å:
C (0.02408, 0.65961, 0.77672)
C (-0.70459, 1.79514, 0.55767)
C (-0.74210, 0.68649, -1.28209)
C (-0.04611, -0.12931, -0.43465)
C (0.51680, -1.40123, -0.62003)
C (-1.69220, -2.39473, -0.33934)
O (-1.08098, 1.84544, -0.74553)
O (1.36061, -1.88843, 0.32677)
F (-1.84933, -2.16498, 0.96467)
F (-2.48783, -1.56433, -1.03295)
Cl (-1.86935, -4.05764, -0.73436)
H (0.46731, 0.48250, 1.72339)
H (-0.83734, 2.62524, 1.22285)
H (-0.94233, 0.76530, -2.30224)
H (0.57795, -1.98975, -1.58646)
H (1.20324, -1.42712, 1.23947)

Record 12
DFT (ωB97M-V/def2-TZVPD) results for a gas-phase ion, C6H5F (charge +1).

Properties
HOMO energy (alpha / beta) (eV): -15.7 / -15.6
Spin multiplicity: 2
Gap between HOMO and LUMO (alpha / beta) (Ha): 0.387 / 0.236
Net charge: +1

Atoms and positions in Å:
F (-0.64338, 0.70355, -2.65727)
C (-0.36666, 0.37270, -1.29810)
C (0.27928, -0.94503, -1.04624)
C (0.64923, -1.25798, 0.31301)
C (0.47674, -0.30287, 1.31975)
C (-0.19781, 0.85102, 1.03129)
C (-0.60337, 1.20415, -0.24413)
H (0.33038, -1.64696, -1.86543)
H (0.93653, -2.22763, 0.69199)
H (0.70259, -0.40826, 2.37060)
H (-0.39251, 1.55584, 1.82609)
H (-1.17103, 2.10148, -0.44155)

Record 13
DFT (ωB97M-V/def2-TZVPD) results for 2 unconnected molecules or ions with the total composition C6H5F5O2.

Properties
HOMO energy (eV): -9.8
Gap between HOMO and LUMO (Ha): 0.343
Net charge: 0

Atoms and positions in Å:
C (-0.37560, -0.56090, 1.71254)
C (-0.24459, -1.30900, 0.60042)
C (-1.45581, -1.52365, -0.22198)
O (-2.58400, -1.49713, 0.14585)
C (1.10476, -1.66064, -0.09901)
F (1.40738, -0.97519, -1.22105)
F (2.05322, -1.22005, 0.74856)
F (1.19678, -2.95079, -0.39591)
H (0.41298, -0.06608, 2.25579)
H (-1.28306, -0.27926, 2.02732)
H (-1.25811, -1.46386, -1.35320)
O (0.50104, 1.82008, -2.16765)
C (-0.14030, 2.11172, -1.04914)
C (0.10515, 2.01924, 0.22315)
F (-0.66984, 2.43088, 1.26410)
F (1.32171, 1.61686, 0.74142)
H (1.08598, 1.07894, -2.08914)
H (-1.17768, 2.42885, -1.12206)

Record 14
DFT (ωB97M-V/def2-TZVPD) results for 2 unconnected molecules or ions with the total composition C6H5F6NOS.

Properties
HOMO energy (alpha / beta) (eV): -8.7 / -9.6
Spin multiplicity: 3
Gap between HOMO and LUMO (alpha / beta) (Ha): 0.339 / 0.279
Net charge: 0

Atoms and positions in Å:
C (-0.95233, -0.32494, 1.18865)
C (-1.54146, -0.78998, -0.11910)
C (1.04481, -0.76142, 0.33007)
C (-2.49241, 0.32702, -0.42671)
C (1.07875, 2.14449, -0.27868)
C (2.49833, -1.11901, 0.33633)
N (0.32412, -0.36535, 1.35047)
O (0.10728, -2.31878, -1.50196)
F (1.11587, 2.28799, -1.62191)
F (-0.06513, 2.38634, 0.37985)
F (2.01930, 2.96702, 0.19152)
F (3.22058, -0.11013, 0.89626)
F (2.83025, -2.26865, 1.00778)
F (2.97282, -1.22200, -0.89543)
S (-0.04400, -0.91957, -1.21789)
H (-1.69435, 0.13426, 1.97080)
H (-1.77045, -1.89010, 0.00185)
H (-3.52594, 0.12536, -0.07296)
H (-2.79323, 0.35900, -1.44028)
H (-2.33283, 1.35846, -0.07868)

Record 15
DFT (ωB97M-V/def2-TZVPD) results for a gas-phase ion, C6H5FNO2 (charge -1).

Properties
HOMO energy (eV): -3.1
Gap between HOMO and LUMO (Ha): 0.257
Relative energy (zero: lowest compared OMol25 entry of this formula, charge and spin) (kJ/mol): 442.8
Net charge: -1

Atoms and positions in Å:
C (0.54952, -1.28435, 0.18595)
C (-0.64934, -0.34222, -0.06977)
C (-0.50503, 0.99276, -0.30319)
C (-1.69097, 1.79335, -0.29005)
N (-2.87205, 1.30711, 0.01897)
F (-3.89156, 2.43499, 0.32871)
C (-1.88830, -0.86512, 0.16042)
C (-3.04553, -1.57164, 0.00072)
O (-4.18447, -1.67009, -0.35205)
O (-2.06289, -2.41107, 0.38213)
H (0.76295, -1.48485, -0.82074)
H (1.25486, -0.81097, 0.91930)
H (-0.06548, -2.14820, 0.55097)
H (0.36739, 1.48291, -0.63458)
H (-1.53220, 2.89909, -0.27115)

Record 16
DFT (ωB97M-V/def2-TZVPD) results for a single C6H5N molecule.

Properties
HOMO energy (eV): -9.0
Gap between HOMO and LUMO (Ha): 0.343
Relative energy (zero: lowest compared OMol25 entry of this formula, charge and spin) (kJ/mol): 430.9
Net charge: 0

Atoms and positions in Å:
C (0.02721, -1.38070, 1.56572)
C (0.60674, -0.72944, 0.68285)
C (0.83202, 1.00033, -0.91768)
C (-0.80121, 0.01713, 0.21096)
C (-2.09430, -0.25411, 0.46684)
C (1.59316, -0.14721, -0.25569)
N (-0.41112, 1.00696, -0.66119)
H (1.24808, 1.73303, -1.52351)
H (-2.99377, 0.34291, 0.04593)
H (-2.35569, -1.07208, 1.16163)
H (2.57433, 0.32068, 0.28086)
H (1.77456, -0.83749, -1.05671)

Record 17
DFT (ωB97M-V/def2-TZVPD) results for a single C6H5N molecule.

Properties
HOMO energy (eV): -9.7
Gap between HOMO and LUMO (Ha): 0.351
Relative energy (zero: lowest compared OMol25 entry of this formula, charge and spin) (kJ/mol): 406.0
Net charge: 0

Atoms and positions in Å:
C (1.76190, 1.71281, -0.22424)
C (0.98956, 0.70136, -0.17263)
C (-0.67634, -1.01025, -0.13634)
C (-1.32148, 0.12999, -0.14372)
C (0.75671, -0.80308, -0.11696)
C (-0.46348, 1.33971, 0.08060)
N (1.66340, -1.62747, 0.08921)
H (-1.00134, -1.96500, -0.16058)
H (-2.33615, 0.29456, -0.11381)
H (-0.32072, 1.56997, 1.18895)
H (-0.51696, 2.21400, -0.55032)
H (1.46491, -2.55659, 0.25984)

Record 18
DFT (ωB97M-V/def2-TZVPD) results for a single C6H5N molecule.

Properties
HOMO energy (alpha / beta) (eV): -7.9 / -9.6
Spin multiplicity: 3
Gap between HOMO and LUMO (alpha / beta) (Ha): 0.320 / 0.276
Relative energy (zero: lowest compared OMol25 entry of this formula, charge and spin) (kJ/mol): 22.9
Net charge: 0

Atoms and positions in Å:
C (-0.17249, 0.94296, 0.12327)
C (-1.52063, 1.34557, 0.08168)
C (0.20384, -0.37751, 0.12969)
C (-2.51189, 0.32430, 0.07433)
C (-0.75830, -1.31324, -0.24064)
C (1.65999, -0.97023, -0.02196)
N (-1.89091, -0.73715, -0.13013)
H (0.67736, 1.70464, 0.20822)
H (-1.90861, 2.32227, 0.04761)
H (1.73597, -1.83237, -0.66603)
H (2.31981, -0.22750, -0.48103)
H (2.16586, -1.18173, 0.87499)